(1)
Density functional theory data (ωB97M-V with the def2-TZVPD basis set) for 13 unconnected molecules or ions with the total composition C31H57BCl6N3O32 in a non-equilibrium geometry.

Kohn-Sham gap ... 9.561 eV
DFT total energy ... -178869.3098 eV
Maximum force ... 5.6 eV/A
Net charge ... -1

Positions of all 130 atoms, in Å:
O -0.86476 3.91713 -1.01390
C -0.40435 2.88464 -0.60618
O -1.01583 1.76971 -0.24524
B -0.02777 0.73011 0.15276
O 1.27916 1.49831 0.04487
C 1.09730 2.66176 -0.45186
O 1.94849 3.44378 -0.70682
O -0.00734 -0.49448 -0.68267
C -0.02180 -1.61483 0.14824
O 0.12508 -2.80176 -0.17379
C -0.22806 -0.99832 1.59847
O -0.21340 0.30432 1.55209
O -0.30660 -1.73606 2.60805
Cl 2.73077 6.55167 -5.02184
C 1.36576 5.78845 -4.22559
C 1.39385 6.14248 -2.70388
Cl 1.13863 7.88492 -2.28895
H 1.49622 4.70959 -4.31008
H 0.42012 6.11133 -4.66104
H 2.37647 5.93435 -2.28048
H 0.64473 5.54510 -2.18421
Cl -0.57613 -3.22244 5.86777
C 0.11766 -1.55336 5.77110
C 0.02055 -0.72769 7.00610
Cl -1.71496 -0.45291 7.29886
H -0.38446 -1.04182 4.94994
H 1.15399 -1.62525 5.44100
H 0.61188 0.18774 6.98547
H 0.45890 -1.34358 7.79136
Cl 3.92228 1.55664 -3.71122
C 3.95883 0.62211 -2.21647
C 5.45667 0.41312 -1.86891
Cl 6.23497 2.01968 -1.48875
H 3.40624 -0.30207 -2.38569
H 3.49131 1.24207 -1.45150
H 5.95806 -0.09044 -2.69542
H 5.59309 -0.16392 -0.95430
C 2.58889 2.17515 3.17654
N 3.72858 2.94030 3.70702
O 3.47404 3.72638 4.58890
O 4.85214 2.65725 3.31796
H 2.03776 1.74130 4.01088
H 3.13092 1.45335 2.56555
H 1.98876 2.87017 2.58928
C -1.55499 -5.16025 1.46458
N -1.87432 -6.29821 2.41993
O -1.98414 -5.94080 3.60473
O -1.96664 -7.42666 1.99371
H -2.40977 -5.24186 0.79317
H -0.71142 -5.44464 0.83559
H -1.53826 -4.18322 1.94754
C -1.71099 5.46419 1.74061
N -1.93548 6.06371 3.00663
O -3.12718 6.29981 3.32072
O -0.92568 6.19433 3.65301
H -2.61238 5.36830 1.13531
H -1.21971 4.50387 1.89726
H -1.10508 6.25845 1.30457
C -4.00357 -1.18159 0.57867
O -3.96695 0.19775 0.17844
C -3.93235 0.56798 -1.05335
O -3.99967 -0.17831 -1.99348
O -4.01723 1.96957 -1.25316
C -3.97927 2.82618 -0.03803
H -4.87002 -1.63021 1.06459
H -3.17393 -1.22241 1.28444
H -3.73977 -1.88518 -0.21094
H -3.13258 2.64681 0.62457
H -4.76716 2.75133 0.71146
H -4.02562 3.87475 -0.33206
C -1.16644 -3.37585 -3.27515
O -1.43394 -3.42878 -4.68909
C -2.29051 -2.57343 -5.23990
O -2.97384 -1.71568 -4.61981
O -2.40102 -2.60888 -6.54732
C -1.53329 -3.49314 -7.36792
H -0.16368 -3.79649 -3.20003
H -1.74863 -4.15405 -2.78164
H -1.09432 -2.37676 -2.84536
H -1.98869 -3.68075 -8.34029
H -1.69812 -4.49225 -6.96455
H -0.45615 -3.33219 -7.41228
C 3.73120 -2.80233 0.18901
O 4.76572 -2.45858 -0.70355
C 5.22546 -3.29145 -1.63746
O 4.90910 -4.47922 -1.77936
O 6.10753 -2.60744 -2.36742
C 6.76046 -3.18891 -3.47837
H 3.83379 -3.72648 0.75782
H 2.83539 -3.02846 -0.38933
H 3.63888 -2.10786 1.02405
H 7.47659 -3.97526 -3.23977
H 7.22904 -2.36456 -4.01596
H 6.02398 -3.69170 -4.10517
C -5.48327 4.27957 4.01420
O -4.46665 3.27230 3.58819
C -4.25285 2.18045 4.22474
O -4.76183 1.87816 5.35164
O -3.37866 1.43169 3.51862
C -2.45636 0.53424 4.18109
H -6.47442 3.83315 4.09440
H -5.39862 5.18240 3.40935
H -5.14996 4.58918 5.00473
H -1.41968 0.76897 3.93968
H -2.58032 -0.50388 3.87277
H -2.50117 0.67436 5.26111
C 2.39761 -5.81279 -0.31656
O 2.10851 -5.76006 1.06107
C 2.15841 -6.81449 1.83155
O 2.45685 -7.99096 1.51486
O 1.81515 -6.49916 3.12162
C 1.62693 -5.11535 3.60690
H 1.78841 -6.62342 -0.71638
H 3.46591 -5.99992 -0.42528
H 2.15405 -4.85685 -0.78018
H 0.68564 -4.69835 3.24886
H 2.53455 -4.53588 3.43798
H 1.56090 -5.22137 4.68973
C -2.76618 4.84751 -3.81179
O -3.31106 3.60955 -4.15588
C -2.50587 2.49444 -4.18791
O -2.96277 1.39082 -4.44530
O -1.15730 2.86989 -4.03071
C -0.16778 1.96173 -4.31608
H -3.60433 5.53790 -3.71709
H -2.10699 5.16696 -4.61896
H -2.25063 4.96512 -2.85866
H 0.70436 2.29941 -3.75621
H 0.20703 1.98261 -5.33940
H -0.24860 0.92486 -3.98978

Löwdin population analysis, charges in e, atoms 1 to 4: O 0.14; C -0.37; O 0.22; B -0.82


(2)
Density functional theory data (ωB97M-V with the def2-TZVPD basis set) for a molecular structure, C31H57BClN5O19V in a non-equilibrium geometry.

Kohn-Sham gap ... 2.215 eV
DFT total energy ... -118297.6638 eV
Maximum force ... 6.6 eV/A
Net charge ... -3
Relative energy (zero: lowest compared OMol25 entry of this formula, charge and spin) ... 1019.8 kJ/mol

Positions of all 115 atoms, in Å:
O 2.48541 3.11704 -1.03717
V 2.03831 1.80764 -1.78459
O 0.51566 1.29003 -1.42416
N 6.28521 -0.65855 -3.98524
O 5.72235 -0.05942 -3.09258
O 5.90929 -0.56987 -5.15285
O 7.13665 -1.54908 -3.65465
N 2.22058 -3.50511 -5.48344
O 2.96946 -4.34217 -5.15327
O 1.99557 -2.56808 -4.81902
O 1.86017 -3.44271 -6.68371
Cl 1.54516 3.23068 -5.57650
O 5.64808 -7.67007 -0.98418
C 4.83109 -7.00676 -0.32750
O 4.93650 -5.80018 0.01123
B 3.75320 -5.45624 0.86648
O 2.95137 -6.69940 0.99182
C 3.53538 -7.66055 0.28113
O 3.13288 -8.79796 0.22592
O 3.05343 -4.22161 0.49798
C 3.31180 -3.36947 1.44413
O 3.04977 -2.15546 1.37594
C 4.14575 -4.05027 2.59764
O 4.39566 -5.30017 2.17214
O 4.26251 -3.59662 3.69337
C -3.13781 -8.65275 -0.94493
C -4.02045 -7.41019 -0.60311
C -3.13916 -6.10724 -0.47583
C -2.53191 -5.59483 -1.76387
C -3.64018 -5.48271 -2.84480
C -4.63218 -6.65593 -3.05256
N -4.97444 -7.17738 -1.69790
O -5.97013 -8.13173 -1.71096
C -5.88229 -6.07867 -3.77503
C -3.92963 -7.77802 -4.02936
C -4.58604 -7.75437 0.80299
H -2.53358 -8.45585 -1.83050
H -3.71473 -9.56316 -1.10754
H -2.43945 -8.79840 -0.12081
H -3.82257 -5.32835 -0.13761
H -2.48913 -6.32743 0.37097
H -1.69180 -6.16513 -2.16017
H -2.06071 -4.63093 -1.57162
H -3.07241 -5.40037 -3.77160
H -4.27976 -4.60867 -2.72188
H -5.65126 -5.44008 -4.62764
H -6.48528 -6.92405 -4.10645
H -6.63639 -5.57077 -3.17380
H -4.46354 -8.72743 -4.07000
H -3.92898 -7.46022 -5.07201
H -2.87980 -7.74496 -3.73802
H -5.51397 -7.18427 0.84804
H -3.84448 -7.76792 1.60174
H -4.82392 -8.81736 0.76338
H -6.74646 -7.59263 -1.54275
C -7.05751 4.31512 -0.49365
C -6.89689 3.70814 0.87548
C -7.79505 4.60664 1.83113
C -9.23135 4.27389 1.72478
C -9.40799 2.78562 2.13132
C -8.65375 1.82990 1.15446
N -7.18566 2.24269 0.97277
O -6.47949 1.49439 0.02668
C -8.65882 0.39685 1.79648
C -9.59587 1.74945 -0.06293
C -5.45081 3.89056 1.20859
H -6.90320 5.39056 -0.40579
H -8.08608 4.20628 -0.83758
H -6.47259 4.00765 -1.36051
H -7.30024 4.60462 2.80235
H -7.81938 5.65998 1.55189
H -9.53609 4.34043 0.68037
H -9.93699 4.97767 2.16625
H -10.43101 2.41067 2.16195
H -8.99767 2.57787 3.11954
H -8.68376 -0.50804 1.18932
H -7.85751 0.24158 2.51890
H -9.64045 0.14126 2.19548
H -10.64262 1.51184 0.12665
H -9.73452 2.63206 -0.68733
H -9.28368 0.99141 -0.78125
H -5.13897 3.51239 2.18216
H -4.95234 4.83817 1.00449
H -4.86041 3.14952 0.66972
H -5.99505 0.87578 0.57825
C 8.57869 6.71738 -0.21422
C 8.49248 7.57004 1.09787
C 7.09723 7.04905 1.80126
C 7.31179 5.70388 2.74113
C 8.59502 5.88892 3.63232
C 9.91601 6.17583 2.88633
N 9.75349 7.38518 1.99939
O 10.93678 7.80975 1.31847
C 10.91872 6.53005 4.01532
C 10.16695 4.80349 2.13823
C 8.36559 9.07009 0.78851
H 9.32038 7.10667 -0.91167
H 7.63157 6.81921 -0.74404
H 8.66527 5.66212 0.04469
H 6.65911 7.73440 2.52683
H 6.33691 6.82011 1.05454
H 7.21400 4.78337 2.16562
H 6.58902 5.65034 3.55528
H 8.80026 5.09385 4.34913
H 8.36724 6.79378 4.19575
H 11.56955 5.79130 4.48302
H 11.71528 7.17889 3.65121
H 10.45964 7.06311 4.84790
H 11.07884 4.95514 1.56068
H 10.34786 4.13204 2.97759
H 9.51794 4.32112 1.40733
H 7.54986 9.25630 0.08993
H 9.23663 9.44765 0.25293
H 8.07336 9.65604 1.65993
H 11.25151 8.54211 1.85344

Löwdin population analysis, charges in e, atoms 1 to 4: O -0.34; V 1.17; O -0.35; N -0.67


(3)
Density functional theory data (ωB97M-V with the def2-TZVPD basis set) for a molecular structure, C31H57BClO2PPb in a non-equilibrium geometry.

Kohn-Sham gap (spin up / spin down) ... 5.806 / 6.240 eV
DFT total energy ... -64897.6682 eV
Maximum force ... 6.4 eV/A
Relative energy (zero: lowest compared OMol25 entry of this formula, charge and spin) ... 428.4 kJ/mol

Positions of all 94 atoms, in Å:
Pb -1.48439 0.81282 1.75729
Cl -3.94554 0.02589 1.22862
P -0.81353 0.25320 -1.31087
C -2.35600 1.85570 3.31602
H -1.52411 2.36604 3.86964
H -3.29181 1.28379 3.81580
C 0.56505 -0.67164 -2.14615
C -0.70553 2.05265 -1.81152
C 1.92552 -0.07082 -1.74884
H 0.48614 -1.67598 -1.68622
C 3.06292 -0.98720 -2.21560
H 2.04192 0.91711 -2.22214
H 1.98712 0.08977 -0.66027
C 2.98058 -1.29646 -3.71675
H 4.02660 -0.51986 -1.97903
H 3.00913 -1.92737 -1.64898
C 1.58976 -1.76868 -4.15889
H 3.25013 -0.39419 -4.28243
H 3.72021 -2.06379 -3.97193
C 0.45785 -0.85758 -3.65917
H 1.53990 -1.83323 -5.25290
H 1.41084 -2.78030 -3.76782
H 0.52421 0.11373 -4.16847
H -0.50839 -1.29737 -3.94202
C -2.44385 -0.40224 -1.96034
C -0.23360 2.33071 -3.23706
H -1.74769 2.41606 -1.72866
C -0.37736 3.82780 -3.54556
H 0.82074 2.03738 -3.34895
H -0.81248 1.75602 -3.97395
C 0.36585 4.70988 -2.53160
H -0.00874 4.02164 -4.56109
H -1.44668 4.08426 -3.53538
C 0.06657 4.34038 -1.07275
H 1.44678 4.61985 -2.71018
H 0.10245 5.76063 -2.70266
C 0.16897 2.83026 -0.80536
H 0.75429 4.87394 -0.40621
H -0.95033 4.67361 -0.81958
H 1.21591 2.50292 -0.90943
H -0.11605 2.61784 0.24149
C -2.46595 -1.93871 -1.95164
H -3.16816 -0.07002 -1.18827
C -3.86351 -2.44865 -2.32567
H -1.72591 -2.32789 -2.66729
H -2.18449 -2.32199 -0.95889
C -4.36586 -1.86943 -3.65412
H -3.84559 -3.54337 -2.37612
H -4.56148 -2.16923 -1.52393
C -4.23400 -0.34382 -3.73931
H -3.80300 -2.32577 -4.47897
H -5.41627 -2.14720 -3.79756
C -2.85624 0.17446 -3.31575
H -4.43918 -0.00446 -4.76098
H -4.98933 0.11777 -3.08914
H -2.11147 -0.10905 -4.07695
H -2.87648 1.27390 -3.28446
C -0.61956 -1.44016 2.38932
C -1.03341 -0.72525 3.39485
H 0.52073 -1.27579 1.73177
C -2.27037 -1.18044 4.14877
H -0.46454 0.17991 4.00829
C -2.39886 -2.74848 4.20895
H -2.38362 -0.89883 5.20958
H -3.18751 -0.90238 3.61868
C -2.49709 -3.27963 2.73524
H -1.41881 -3.17201 4.64016
H -3.34776 -3.06704 4.70983
C -1.20457 -2.86797 2.04117
H -2.58872 -4.38624 2.74066
H -3.38564 -2.91742 2.16355
H -0.39200 -3.61394 2.31882
H -1.40501 -2.85625 0.94523
C 3.17333 2.19706 3.32645
C 3.09554 0.75605 2.83108
C 4.22152 0.56013 1.80510
O 1.80555 0.55934 2.16196
B 1.51450 -0.76822 2.41633
O 2.27257 -1.43560 3.33274
C 3.09502 -0.38547 3.92687
C 4.43050 -1.03955 4.27463
C 2.40605 0.05687 5.23472
H 3.12361 2.92338 2.49300
H 4.14474 2.36796 3.82610
H 2.37577 2.43909 4.04404
H 4.04379 1.19984 0.90597
H 5.18915 0.87845 2.26508
H 4.29896 -0.51071 1.49597
H 5.12589 -0.32540 4.75278
H 4.25977 -1.86406 4.99068
H 4.92941 -1.47044 3.39334
H 1.37483 0.47659 5.02695
H 2.31657 -0.85825 5.87925
H 3.03324 0.82110 5.77097

Löwdin population analysis, charges in e, atoms 1 to 4: Pb 0.98; Cl -0.08; P 1.01; C -0.33


(4)
Density functional theory data (ωB97M-V with the def2-TZVPD basis set) for a molecular structure, C31H57BClO2PSn in a non-equilibrium geometry.

Kohn-Sham gap ... 6.336 eV
DFT total energy ... -65489.4834 eV
Maximum force ... 2.3 eV/A
Relative energy (zero: lowest compared OMol25 entry of this formula, charge and spin) ... 0.0 kJ/mol

Positions of all 94 atoms, in Å:
Sn -1.43286 -1.63820 0.24757
P 1.83478 -0.34201 0.20015
Cl -0.83663 -2.93758 2.16215
C 0.17995 0.24308 0.45501
H -0.12926 0.94177 -0.32373
H -0.01616 0.61744 1.46750
C 1.84785 -1.47059 -1.25592
C 2.28808 -1.27840 1.71760
C 3.24316 -1.77348 -1.83282
H 1.44341 -2.41020 -0.83173
C 3.15774 -2.90094 -2.87002
H 3.64730 -0.87194 -2.31953
H 3.95883 -2.05724 -1.04612
C 2.12918 -2.61697 -3.97467
H 4.14865 -3.05238 -3.31408
H 2.89446 -3.83632 -2.35686
C 0.77812 -2.13355 -3.43555
H 2.53912 -1.85233 -4.64772
H 1.98360 -3.52230 -4.57611
C 0.91343 -1.01706 -2.39268
H 0.15277 -1.78189 -4.26306
H 0.24944 -2.97986 -2.97753
H 1.32382 -0.11228 -2.86702
H -0.08746 -0.75026 -2.02218
C 2.98776 1.05513 -0.06741
C 2.59720 -0.33856 2.89539
H 1.34534 -1.81077 1.95180
C 2.75104 -1.13828 4.19328
H 3.52023 0.22849 2.69761
H 1.79339 0.40194 3.01645
C 3.76508 -2.28266 4.07355
H 3.04443 -0.46132 5.00161
H 1.76902 -1.55796 4.45573
C 3.54382 -3.15896 2.83491
H 4.77992 -1.86492 4.04384
H 3.70980 -2.91126 4.97011
C 3.37284 -2.35330 1.54079
H 4.38071 -3.85501 2.71649
H 2.63576 -3.76185 2.98238
H 4.33250 -1.88660 1.26552
H 3.10592 -3.04456 0.72747
C 2.69331 1.79006 -1.38096
H 2.73997 1.74199 0.76372
C 3.52320 3.07161 -1.48121
H 2.92521 1.13950 -2.23877
H 1.62514 2.04295 -1.45231
C 5.02266 2.81999 -1.26993
H 3.36022 3.52804 -2.46406
H 3.15861 3.78703 -0.72996
C 5.32994 1.98558 -0.01970
H 5.41940 2.29442 -2.15029
H 5.55266 3.77644 -1.20835
C 4.48135 0.70948 0.06688
H 6.39136 1.71221 -0.00151
H 5.13840 2.58892 0.87983
H 4.78422 0.01148 -0.72877
H 4.68664 0.20326 1.02107
C -0.89602 2.85968 -1.40444
C -0.49050 3.25589 -0.15862
H -0.17651 2.57840 -2.18140
C -1.43437 3.83293 0.84877
H 0.56446 3.22625 0.13927
C -2.90300 3.44094 0.58682
H -1.14477 3.51813 1.86021
H -1.37271 4.93565 0.85335
C -3.27803 3.56847 -0.89118
H -3.06685 2.40077 0.90119
H -3.56667 4.07070 1.19673
C -2.33755 2.73083 -1.78006
H -4.31782 3.24355 -1.04305
H -3.21810 4.62325 -1.19401
H -2.64490 1.67428 -1.69003
H -2.48495 3.00094 -2.83526
C -6.47184 -0.03668 -1.03283
C -5.56214 -0.12634 0.17515
C -5.88549 1.01860 1.13539
O -4.20869 0.03290 -0.26282
B -3.51739 -0.89227 0.49490
O -4.24527 -1.61465 1.43206
C -5.55855 -1.52925 0.89539
C -6.52674 -1.70595 2.04459
C -5.78557 -2.69176 -0.08281
H -6.36126 0.94345 -1.51313
H -7.51765 -0.14005 -0.71037
H -6.25035 -0.81702 -1.77032
H -5.70245 1.98181 0.63840
H -6.94680 0.98493 1.41163
H -5.27884 0.97913 2.05209
H -7.55600 -1.69257 1.66382
H -6.35289 -2.67959 2.51640
H -6.42019 -0.92272 2.80408
H -5.18353 -2.60907 -0.99940
H -5.53204 -3.63662 0.41539
H -6.84641 -2.73598 -0.36371

Löwdin population analysis, charges in e, atoms 1 to 4: Sn 0.79; P 1.00; Cl -0.11; C -0.39